{
  "formula": "CH4P2",
  "method": "ωB97M-V/def2-TZVPD",
  "e_homo_ev": [-7.80, -7.68],
  "lumo_ev": [-1.233, -1.094],
  "orbital_gap_ev": [6.567, 6.588],
  "elements": ["C", "P", "P", "H", "H", "H", "H"],
  "positions_angstrom": [[1.110, -0.782, -0.287], [-3.194, -0.075, -0.127], [-0.463, -0.472, 0.195], [1.408, -1.649, -0.887], [-3.500, -1.367, -0.734], [-0.118, 0.358, 1.173], [1.904, -0.269, 0.126]],
  "forces_ev_per_a": [[-2.0, -1.9, -0.7], [0.8, -0.8, -0.2], [-0.3, -1.4, -1.6], [-0.4, 0.6, -0.3], [0.4, 0.6, 0.3], [0.1, 1.8, 1.4], [1.5, 1.1, 1.0]]
}



{
  "formula": "CH4P2S",
  "method": "ωB97M-V/def2-TZVPD",
  "s_squared": 2.01,
  "multiplicity": 3,
  "e_homo_ev": [-7.54, -9.34],
  "lumo_ev": [0.535, -1.401],
  "orbital_gap_ev": [8.077, 7.944],
  "elements": ["C", "P", "P", "S", "H", "H", "H", "H"],
  "positions_angstrom": [[1.920, 0.403, 0.250], [-1.593, -1.260, -0.122], [-1.203, 0.694, -0.911], [-2.354, 0.505, 0.815], [1.961, -0.650, 0.093], [1.632, 0.776, 1.209], [2.384, 1.066, -0.449], [-2.746, -1.533, -0.884]],
  "forces_ev_per_a": [[0.4, 0.1, 0.2], [0.0, -0.4, 0.4], [-0.4, 0.5, -0.1], [0.2, 0.0, -0.2], [-0.1, -0.5, -0.1], [-0.2, 0.1, 0.3], [0.1, 0.2, -0.3], [-0.1, -0.1, -0.2]]
}



{
  "formula": "CH4S2",
  "method": "ωB97M-V/def2-TZVPD",
  "smiles": "C=S.S",
  "e_homo_ev": -8.93,
  "lumo_ev": -0.381,
  "orbital_gap_ev": 8.546,
  "elements": ["C", "S", "S", "H", "H", "H", "H"],
  "positions_angstrom": [[0.282, -3.205, -0.422], [-0.822, 3.043, -0.831], [-0.552, -2.595, -1.651], [0.355, -4.273, -0.262], [0.797, -2.566, 0.283], [-1.262, 4.182, -0.312], [-0.004, 2.829, 0.192]],
  "forces_ev_per_a": [[-0.3, 0.2, -0.5], [-0.1, -0.2, -0.3], [0.2, -0.1, 0.3], [0.0, -0.2, 0.1], [0.1, 0.0, 0.1], [-0.1, 0.3, 0.1], [0.2, -0.1, 0.2]]
}



{
  "formula": "CH4S3",
  "method": "ωB97M-V/def2-TZVPD",
  "smiles": "SC(S)S",
  "e_homo_ev": -9.24,
  "lumo_ev": 0.441,
  "orbital_gap_ev": 9.679,
  "elements": ["C", "S", "S", "S", "H", "H", "H", "H"],
  "positions_angstrom": [[-0.311, -0.030, -0.485], [-2.018, -0.011, -0.311], [0.435, -1.402, 0.358], [0.749, 1.559, 0.179], [0.038, -0.096, -1.469], [-1.967, 0.192, 1.070], [1.515, -1.015, -0.352], [1.559, 0.803, 1.010]],
  "forces_ev_per_a": [[2.1, 1.5, 2.1], [-1.4, 0.8, 1.3], [0.7, -0.6, -0.4], [-0.6, -1.3, -0.1], [-0.3, 0.1, -1.6], [-0.2, -0.2, -1.2], [0.5, -0.9, 0.6], [-0.8, 0.7, -0.7]]
}



{
  "formula": "CH4S3",
  "method": "ωB97M-V/def2-TZVPD",
  "e_homo_ev": [-9.21, -8.55],
  "lumo_ev": [-1.571, -2.518],
  "orbital_gap_ev": [7.639, 6.028],
  "elements": ["C", "S", "S", "S", "H", "H", "H", "H"],
  "positions_angstrom": [[0.071, 1.160, -0.015], [0.976, -2.249, -0.126], [-1.372, 0.240, -0.606], [-2.369, -0.073, 0.994], [0.667, 1.780, -0.641], [0.805, 0.487, 0.554], [-0.498, 1.734, 0.748], [1.720, -3.079, -0.908]],
  "forces_ev_per_a": [[0.0, -0.9, 3.0], [0.2, -0.3, -0.3], [0.8, -0.3, -1.3], [-0.5, -0.2, 0.6], [-0.1, 0.4, -1.1], [-1.2, 0.7, -0.9], [1.1, 0.2, -0.3], [-0.3, 0.3, 0.2]]
}



{
  "formula": "CH4SSi",
  "method": "ωB97M-V/def2-TZVPD",
  "e_homo_ev": -10.47,
  "lumo_ev": -0.079,
  "orbital_gap_ev": 10.390,
  "elements": ["C", "Si", "S", "H", "H", "H", "H"],
  "positions_angstrom": [[-2.063, -2.255, -1.680], [0.057, 0.028, 0.003], [-3.496, -1.937, -2.085], [-1.330, -0.475, -0.232], [0.558, -0.652, 1.126], [-0.555, 1.392, 0.330], [1.196, 0.152, -1.083]],
  "forces_ev_per_a": [[0.0, -0.3, -0.2], [-0.9, 1.9, -1.4], [-0.1, 0.1, 0.0], [0.7, -0.5, -0.5], [0.6, -0.6, 1.2], [1.1, -0.3, 0.1], [-1.4, -0.3, 0.8]]
}